(1)
Here is an isolated molecule of C4H8O2 from the OMol25 dataset. Energies are from ωB97M-V/def2-TZVPD.

Atoms and positions in Å:
O  -1.5009  2.1927  -1.1869
C  -0.5345  1.5717  -0.3760
C  -0.8479  0.1897  -0.0452
C  0.6979  -2.1091  -0.1810
O  0.1648  -1.7014  1.0644
C  0.0188  -0.3055  1.0427
H  -1.1766  3.0742  -1.4055
H  -0.2361  2.2013  0.4885
H  0.4149  1.3700  -0.9407
H  0.0796  -1.7175  -1.0012
H  0.7067  -3.2013  -0.2139
H  1.7290  -1.7323  -0.3077
H  -0.5348  -0.0093  1.9527
H  1.0192  0.1769  1.1098

Force components x, y, z for each atom (eV/Å):
O 0.15 0.23 0.01
C 0.04 -0.30 0.27
C 0.25 0.38 0.14
C 0.24 -0.21 -0.07
O 0.00 -0.08 -0.16
C -0.04 0.22 -0.08
H -0.13 -0.06 -0.02
H -0.07 -0.06 -0.18
H -0.21 0.00 0.10
H 0.07 -0.18 0.07
H -0.02 0.20 0.05
H -0.17 -0.10 0.04
H 0.02 0.02 -0.13
H -0.14 -0.05 -0.03

The calculation puts the molar mass at 88.1 g mol⁻¹. The total energy comes out at -8368.1410 eV. Its highest occupied orbital energy is -8.84 eV. The largest force on an atom is 0.48 eV Å⁻¹. The total charge is 0. The orbital gap is 8.70 eV. As for the energy above the lowest of the compared OMol25 structures with the same formula, charge and spin: 496.01 kJ/mol.

---

(2)
Here is an isolated molecule of C4H8O2 from the OMol25 dataset. Energies are from ωB97M-V/def2-TZVPD.

Atoms and positions in Å:
C  -1.9245  -0.5713  -0.4833
C  -0.5655  -0.2213  -1.1252
O  0.2475  0.3321  -0.0642
C  1.5976  0.7995  0.2578
C  1.6797  -0.0376  1.5238
O  1.7932  -1.2328  1.4472
H  -2.3314  0.2936  0.0488
H  -1.8455  -1.4035  0.2258
H  -2.6657  -0.8692  -1.2407
H  -0.1822  -1.1395  -1.6038
H  -0.7298  0.5191  -1.9180
H  1.6964  1.8826  0.5219
H  2.4180  0.5789  -0.4426
H  1.4416  0.4710  2.4848

Force components x, y, z for each atom (eV/Å):
C 0.18 0.10 0.01
C 0.00 0.11 -0.13
O -0.30 0.99 0.42
C -0.52 -0.44 -0.34
C 0.01 -0.64 -0.06
O 0.44 0.27 0.48
H 0.12 -0.08 -0.07
H 0.18 0.22 -0.11
H 0.38 0.12 0.02
H 0.45 0.39 0.40
H 0.18 0.01 0.12
H -0.84 -0.61 -0.55
H -0.53 -0.34 -0.03
H 0.22 -0.10 -0.16

The calculation puts the molar mass at 88.1 g mol⁻¹. The total energy comes out at -8370.4804 eV. Its highest occupied orbital energy is -9.53 eV. The largest force on an atom is 1.17 eV Å⁻¹. As for the SMILES: CCOCC=O. The total charge is 0. The orbital gap is 10.44 eV. As for the energy above the lowest of the compared OMol25 structures with the same formula, charge and spin: 270.29 kJ/mol.

---

(3)
Here is an isolated molecule of C4H8O2 from the OMol25 dataset. Energies are from ωB97M-V/def2-TZVPD.

Atoms and positions in Å:
C  -1.0513  0.4622  0.0036
C  0.1640  1.2064  0.6169
O  1.3418  0.4336  0.7856
C  1.4440  -0.6148  -0.1244
O  0.4258  -1.5475  0.0630
C  -0.8221  -1.0273  -0.3569
H  -1.8988  0.5515  0.6892
H  -1.3432  0.9872  -0.9109
H  0.3953  2.0846  -0.0033
H  -0.0859  1.5698  1.6173
H  2.3913  -1.1189  0.0729
H  1.4295  -0.2361  -1.1653
H  -1.5771  -1.6602  0.1154
H  -0.9155  -1.1584  -1.4456

Force components x, y, z for each atom (eV/Å):
C -0.05 0.01 0.02
C -0.18 0.24 -0.01
O 0.04 -0.05 0.05
C 0.23 -0.07 -0.13
O 0.04 -0.01 0.05
C -0.27 0.01 -0.11
H 0.15 -0.08 -0.06
H 0.00 -0.07 0.15
H 0.05 -0.14 0.07
H 0.01 -0.02 -0.17
H -0.12 0.07 -0.02
H -0.04 -0.03 0.12
H 0.07 0.11 -0.09
H 0.07 0.02 0.13

The calculation puts the molar mass at 88.1 g mol⁻¹. The total energy comes out at -8371.6132 eV. Its highest occupied orbital energy is -9.94 eV. The largest force on an atom is 0.30 eV Å⁻¹. As for the SMILES: C1COCOC1. The total charge is 0. The orbital gap is 10.93 eV. As for the energy above the lowest of the compared OMol25 structures with the same formula, charge and spin: 160.99 kJ/mol.

---

(4)
Here is an isolated molecule of C4H8O2 from the OMol25 dataset. Energies are from ωB97M-V/def2-TZVPD.

Atoms and positions in Å:
C  -1.9527  -0.2765  0.3659
C  -0.5126  -0.5713  -0.0332
O  -0.1625  0.4063  -1.0224
C  1.0266  0.9833  -0.5352
C  1.6879  -0.1751  0.1621
O  0.5092  -0.5153  0.9636
H  -2.4177  -1.0421  0.9930
H  -2.5078  -0.2469  -0.5822
H  -2.0619  0.7056  0.8345
H  -0.4638  -1.5687  -0.4962
H  1.5025  1.6062  -1.2909
H  0.8230  1.5923  0.3514
H  2.5777  0.1680  0.7078
H  1.9521  -1.0659  -0.4183

Force components x, y, z for each atom (eV/Å):
C 0.11 -0.03 0.14
C -0.25 -0.18 -0.18
O -0.05 0.07 -0.03
C 0.24 0.25 0.14
C -0.17 -0.05 0.17
O 0.19 -0.20 -0.15
H 0.27 0.05 0.02
H 0.14 -0.03 0.26
H 0.17 -0.14 0.02
H 0.01 0.12 -0.11
H 0.15 -0.50 -0.17
H -0.20 0.70 -0.34
H -0.63 -0.38 0.55
H 0.00 0.32 -0.32

The calculation puts the molar mass at 88.1 g mol⁻¹. The total energy comes out at -8371.5011 eV. Its highest occupied orbital energy is -9.63 eV. The largest force on an atom is 0.92 eV Å⁻¹. As for the SMILES: CC1OCCO1. The total charge is 0. The orbital gap is 10.74 eV. As for the energy above the lowest of the compared OMol25 structures with the same formula, charge and spin: 171.81 kJ/mol.

---

(5)
Here is an isolated molecule of C4H8O2 from the OMol25 dataset. Energies are from ωB97M-V/def2-TZVPD.

Atoms and positions in Å:
C  0.5688  1.4220  -1.4822
C  0.3516  0.0948  -0.7838
O  0.5746  0.2965  0.6027
C  0.1802  -0.7951  1.3905
C  -1.3256  -0.9971  1.3323
O  -1.8635  -2.0732  1.2475
H  1.6249  1.7057  -1.4743
H  0.0007  2.1981  -0.9609
H  0.2248  1.3751  -2.5199
H  -0.6773  -0.2603  -0.9567
H  1.0293  -0.6836  -1.1705
H  0.4509  -0.5427  2.4237
H  0.6778  -1.7368  1.1151
H  -1.9122  -0.0531  1.3759

Force components x, y, z for each atom (eV/Å):
C 0.01 0.02 -0.02
C -0.08 -0.01 -0.25
O 0.02 0.05 0.05
C -0.01 -0.19 0.11
C -0.12 -0.32 0.00
O 0.20 0.45 0.10
H -0.14 -0.04 0.02
H 0.06 -0.08 -0.12
H 0.09 -0.02 0.13
H 0.13 0.06 0.04
H -0.08 0.12 0.11
H -0.05 -0.10 -0.11
H -0.04 0.15 -0.03
H 0.02 -0.10 -0.03

The calculation puts the molar mass at 88.1 g mol⁻¹. The total energy comes out at -8371.6924 eV. Its highest occupied orbital energy is -9.78 eV. The largest force on an atom is 0.51 eV Å⁻¹. As for the SMILES: CCOCC=O. The total charge is 0. The orbital gap is 10.79 eV. As for the energy above the lowest of the compared OMol25 structures with the same formula, charge and spin: 153.35 kJ/mol.

---

(6)
Here is an isolated molecule of C4H8O2 from the OMol25 dataset. Energies are from ωB97M-V/def2-TZVPD.

Atoms and positions in Å:
C  -0.6745  2.2668  -1.1594
O  0.0652  1.7250  -0.0833
C  0.2472  0.3609  -0.0590
C  -0.6302  -0.4482  0.5374
O  -0.4718  -1.7686  0.8223
C  0.8585  -2.2508  0.9255
H  -0.5688  3.3489  -1.0462
H  -0.2882  1.9542  -2.1427
H  -1.7416  2.0098  -1.0878
H  1.1890  0.0076  -0.4783
H  -1.5972  -0.0749  0.8687
H  1.5304  -1.4058  1.1000
H  0.9129  -2.9324  1.7805
H  1.1689  -2.7926  0.0224

Force components x, y, z for each atom (eV/Å):
C -0.12 0.20 -0.13
O -0.04 -0.10 0.11
C 0.02 -0.33 0.02
C 0.01 0.18 -0.08
O -0.11 0.07 0.01
C 0.26 0.02 0.00
H -0.08 -0.13 -0.21
H -0.04 0.03 0.27
H 0.22 -0.06 -0.05
H -0.12 0.09 0.07
H 0.19 -0.04 0.04
H 0.08 -0.22 0.03
H -0.14 0.08 -0.18
H -0.12 0.20 0.09

The calculation puts the molar mass at 88.1 g mol⁻¹. The total energy comes out at -8370.5815 eV. Its highest occupied orbital energy is -8.65 eV. The largest force on an atom is 0.33 eV Å⁻¹. As for the SMILES: CO/C=C/OC. The total charge is 0. The orbital gap is 9.66 eV. As for the energy above the lowest of the compared OMol25 structures with the same formula, charge and spin: 260.53 kJ/mol.

---

(7)
Here is a cluster of 2 separate species, C4H8O2 in total from the OMol25 dataset. Energies are from ωB97M-V/def2-TZVPD.

Atoms and positions in Å:
O  0.1541  1.7041  1.0625
C  0.5750  0.5842  1.1585
C  0.5847  -0.6881  1.8954
C  1.3722  -0.5200  0.5741
O  0.9058  -1.2463  -0.5204
H  1.1395  -0.8043  2.8225
H  -0.3257  -1.2817  1.8234
H  2.4591  -0.4631  0.6821
H  0.9076  -0.6602  -1.2884
C  -1.5339  0.6854  -1.7073
H  -2.6130  0.8522  -1.7356
H  -1.3365  -0.3046  -1.2856
H  -1.1385  0.7408  -2.7253
H  -1.0616  1.4502  -1.0852

Force components x, y, z for each atom (eV/Å):
O 0.26 -0.64 0.07
C -0.16 0.39 0.00
C -0.10 0.00 0.16
C 0.19 0.13 0.10
O 0.08 0.12 -0.14
H -0.03 0.02 -0.13
H 0.10 0.09 -0.01
H -0.18 -0.02 -0.01
H -0.04 -0.13 0.06
C -0.02 0.01 0.00
H 0.15 0.00 0.00
H -0.08 0.17 -0.09
H -0.05 -0.02 0.12
H -0.11 -0.13 -0.13

The calculation puts the molar mass at 88.1 g mol⁻¹. The total energy comes out at -8370.3875 eV. Its highest occupied orbital energy is -9.28 eV. The largest force on an atom is 0.69 eV Å⁻¹. As for the SMILES: O=C1C[C@H]1O.C. The total charge is 0. The orbital gap is 9.87 eV. As for the energy above the lowest of the compared OMol25 structures with the same formula, charge and spin: 279.25 kJ/mol.

---

(8)
Here is a cluster of 2 separate species, C4H8O2 in total from the OMol25 dataset. Energies are from ωB97M-V/def2-TZVPD.

Atoms and positions in Å:
C  -0.7636  1.2729  2.0036
C  0.1791  0.6932  2.9282
O  -0.1143  -0.1788  3.7468
H  -0.5368  2.3518  1.9687
H  -1.8071  1.1433  2.3365
H  -0.6652  0.8597  0.9856
H  1.2003  1.1394  3.0042
C  -0.0651  -1.1988  -2.8973
C  0.9354  -0.8344  -1.7982
O  1.3864  0.3295  -1.6930
H  0.4683  -1.6236  -3.7643
H  -0.6616  -0.3363  -3.2394
H  -0.7509  -1.9641  -2.4966
H  1.1952  -1.6538  -1.0849

Force components x, y, z for each atom (eV/Å):
C -1.26 1.19 -1.17
C 0.64 -1.87 3.01
O 0.48 1.12 -1.35
H -0.20 -0.29 -0.33
H 0.51 -0.14 -0.09
H 0.13 0.21 0.31
H -0.27 -0.21 -0.41
C -0.03 -0.17 0.46
C 0.31 3.27 -0.54
O -1.08 -3.60 0.05
H -0.14 0.07 0.34
H 0.51 -0.23 0.25
H 0.25 0.16 -0.29
H 0.16 0.49 -0.25

The calculation puts the molar mass at 88.1 g mol⁻¹. The total energy comes out at -8371.4362 eV. Its highest occupied orbital energy is -9.88 eV. The largest force on an atom is 3.76 eV Å⁻¹. As for the SMILES: CC=O.CC=O. The total charge is 0. The orbital gap is 10.64 eV. As for the energy above the lowest of the compared OMol25 structures with the same formula, charge and spin: 178.06 kJ/mol.